Record 1
C43H39BN14NiOP2Se2 as an isolated structure. Source: the Open Molecules 2025 dataset; level of theory: the ωB97M-V functional and the def2-TZVPD basis.

The geometry in XYZ format:
```
103
Properties=species:S:1:pos:R:3:forces:R:3
Ni 0.0448 -0.7525 2.0795 0.2888 -0.4587 0.1952
C -2.2944 -3.6663 -0.0686 0.0241 -0.0379 0.0532
C -1.6735 -2.4215 0.0000 0.0230 -0.0565 -0.0768
N -1.0804 -2.2616 1.1760 -0.1173 0.3886 0.1408
N -1.3224 -3.3806 1.8911 0.0760 -0.1333 -0.0990
C -2.0407 -4.2437 1.1559 -0.0616 -0.0110 -0.0221
B -0.6038 -3.6133 3.2360 -0.1174 0.0330 0.0523
N 0.9212 -3.5144 2.9443 0.0441 0.0126 -0.0648
C 1.9543 -4.3594 3.0832 0.1443 -0.1565 0.0049
C 3.1198 -3.6967 2.7670 -0.0419 -0.0159 0.0087
C 2.6982 -2.4118 2.4318 0.0570 -0.0821 -0.0235
N 1.3816 -2.3176 2.5189 -0.1017 0.2830 -0.0045
N -0.9570 -2.4723 4.2242 0.1138 0.0050 0.0527
C -1.3113 -2.5726 5.5145 -0.0797 0.0119 0.0209
C -1.3993 -1.3015 6.0415 -0.0136 -0.0433 -0.0215
C -1.0687 -0.4644 4.9780 -0.0577 -0.0165 0.0342
N -0.8008 -1.1798 3.8923 0.0559 0.1611 -0.1672
N -1.0691 -4.9132 3.8672 -0.0891 -0.0514 -0.0935
C -0.4656 -5.9632 4.4741 0.1683 -0.1572 0.1657
C -1.4366 -6.7810 4.9922 0.1004 0.0257 0.0081
C -2.6388 -6.1364 4.6599 0.0589 -0.0089 0.0129
N -2.4153 -5.0212 3.9976 -0.2210 0.1682 -0.1480
H -2.8597 -4.0787 -0.8823 -0.0429 -0.0375 -0.0595
H -1.6408 -1.6436 -0.7391 -0.0364 0.0225 -0.0117
H -2.3424 -5.1887 1.5626 -0.0224 -0.0970 0.0361
H 1.8201 -5.3819 3.3804 0.0202 0.0602 -0.0667
H 4.1187 -4.0864 2.7835 0.0990 -0.0425 0.0103
H 3.2865 -1.5577 2.1506 0.0061 -0.0010 -0.0005
H -1.5055 -3.5310 5.9590 0.0014 -0.0732 0.0440
H -1.6794 -1.0243 7.0401 -0.0134 0.0115 0.0574
H -1.0308 0.6090 4.9494 0.0219 0.0865 -0.0228
H 0.6002 -6.0686 4.5359 -0.0415 -0.0069 0.0520
H -1.2967 -7.6984 5.5333 0.0243 -0.0514 0.0217
H -3.6487 -6.4358 4.8781 -0.0914 -0.0207 0.0120
Se 0.7071 3.2084 -4.3131 0.0408 -0.0597 0.0914
P -0.8467 2.2547 -3.2608 0.0483 0.0724 0.0065
C -1.5641 0.8924 -4.2105 0.0423 -0.0348 0.0496
C -1.4748 -0.4330 -3.7996 -0.0167 0.0514 0.0055
C -1.9735 -1.4442 -4.6079 -0.0131 -0.0107 -0.0204
C -2.5692 -1.1330 -5.8194 0.0062 -0.0013 0.0111
C -2.6585 0.1901 -6.2329 -0.0073 -0.0134 -0.0240
C -2.1489 1.1996 -5.4377 0.0041 0.0701 0.0035
C -2.2014 3.3723 -2.8236 0.0609 -0.0071 -0.0252
C -3.5193 2.9350 -2.7782 -0.0232 -0.0568 0.0468
C -4.5213 3.8089 -2.3848 -0.0004 -0.0036 -0.0101
C -4.2067 5.1116 -2.0273 0.0152 0.0049 -0.0117
C -2.8888 5.5472 -2.0693 -0.0625 0.0277 0.0014
C -1.8873 4.6819 -2.4742 0.0446 0.0018 -0.0469
C -0.4686 1.4843 -1.6626 -0.0398 0.1019 -0.0311
C 0.6292 0.9258 -1.0081 0.1369 -0.1750 -0.4068
N 0.1585 0.2520 0.0661 -0.1833 0.3681 0.2647
N -1.1495 0.4608 0.0961 -0.1110 -0.1309 0.2884
N -1.5473 1.1792 -0.9121 0.0610 0.0927 -0.1746
P 2.3383 0.7441 -1.4325 -0.0524 0.0239 -0.1082
Se 3.4080 0.4843 0.4601 0.0443 0.0559 0.0326
C 2.5168 -0.6309 -2.5649 -0.0388 0.0638 0.0307
C 2.8892 -1.8849 -2.0939 0.0571 -0.0143 0.0665
C 2.8875 -2.9647 -2.9609 -0.0050 -0.0290 -0.0290
C 2.5130 -2.7906 -4.2853 0.0070 -0.0025 0.0296
C 2.1337 -1.5392 -4.7508 -0.0007 0.0221 -0.0045
C 2.1272 -0.4523 -3.8941 -0.0123 0.0555 0.0058
C 3.1026 2.2354 -2.0412 0.0553 -0.0558 0.0157
C 2.7568 3.4528 -1.4538 -0.0618 -0.0344 0.0389
C 3.3896 4.6070 -1.8654 -0.0185 0.0332 0.0055
C 4.3631 4.5478 -2.8543 0.0223 -0.0197 -0.0170
C 4.7225 3.3340 -3.4203 -0.0068 -0.0080 0.0134
C 4.1016 2.1665 -3.0076 -0.0382 -0.0215 -0.0176
H -1.0160 -0.6841 -2.8532 0.0237 -0.0114 0.0406
H -1.8986 -2.4738 -4.2869 0.0038 -0.0429 0.0176
H -2.9641 -1.9204 -6.4454 -0.0193 -0.0434 -0.0314
H -3.1196 0.4324 -7.1798 -0.0166 0.0108 -0.0352
H -2.1941 2.2300 -5.7706 -0.0027 -0.0006 -0.0004
H -3.7640 1.9139 -3.0385 -0.0008 -0.0104 -0.0117
H -5.5480 3.4713 -2.3614 -0.0365 -0.0089 0.0030
H -4.9913 5.7942 -1.7313 -0.0290 0.0204 0.0197
H -2.6462 6.5677 -1.8076 0.0083 0.0377 0.0092
H -0.8620 5.0236 -2.5482 0.0098 -0.0058 0.0032
H 3.1806 -2.0191 -1.0600 -0.0016 -0.0048 0.0218
H 3.1782 -3.9412 -2.6011 0.0105 -0.0314 0.0125
H 2.5149 -3.6354 -4.9589 0.0015 -0.0466 -0.0335
H 1.8365 -1.4064 -5.7814 -0.0159 0.0051 -0.0320
H 1.8132 0.5227 -4.2523 0.0008 0.0385 -0.0112
H 1.9788 3.4911 -0.7004 -0.0017 -0.0016 0.0014
H 3.1142 5.5583 -1.4326 -0.0086 0.0191 0.0124
H 4.8465 5.4560 -3.1842 0.0266 0.0454 -0.0178
H 5.4857 3.2950 -4.1837 0.0280 -0.0027 -0.0311
H 4.3765 1.2178 -3.4486 -0.0011 -0.0202 -0.0141
C 2.7934 2.8187 3.9384 0.1660 -0.0248 0.0323
N 1.4072 2.7852 3.4973 -0.1126 -0.0199 -0.0516
C 0.5982 3.8750 3.5539 -0.1672 0.0448 -0.0462
C -0.6847 3.8373 3.1315 0.0845 -0.0405 0.0098
C -1.1681 2.5860 2.6294 0.0458 0.0955 0.0084
N -0.3840 1.5201 2.6356 -0.0538 -0.0577 -0.0856
C 0.9006 1.5969 3.0188 -0.2540 0.2240 0.0162
O 1.6130 0.5874 2.9329 0.1542 -0.3287 -0.0457
N -2.4048 2.4412 2.1557 0.0008 -0.0120 0.0245
H 3.0626 3.8481 4.1602 0.0189 -0.0220 0.0120
H 3.4322 2.4305 3.1469 0.0037 0.0371 0.0540
H 2.9181 2.2011 4.8269 0.0268 0.0142 -0.0276
H 1.0503 4.7741 3.9479 -0.0046 0.0177 0.0066
H -1.3087 4.7143 3.1693 -0.0293 0.0563 0.0054
H -3.0071 3.2347 2.0311 -0.0001 0.0121 0.0020
H -2.6220 1.5834 1.6675 0.0088 -0.0188 -0.0192
```
Positions in Å, forces in eV/Å.

The HOMO energy (alpha / beta) comes out at -10.16 / -10.16 eV. The expectation value of S² is 3.7579. Its spin multiplicity is 4. Its total charge is +1. The value obtained for the total energy is -9522.56593 Ha. As for the energy relative to the best compared isomer or geometry (same formula, charge and spin): 7.9 kcal per mole.


Record 2
A 7-piece molecular cluster, C40H54N11OP overall. Source: the Open Molecules 2025 dataset; level of theory: the ωB97M-V functional and the def2-TZVPD basis.

The geometry in XYZ format:
```
107
Properties=species:S:1:pos:R:3:forces:R:3
C -2.3894 -1.8040 -1.8261 -0.2276 -0.0112 -0.0940
P -0.9629 -1.0696 -0.9346 0.3447 -0.1328 -0.0578
C -0.8612 0.5238 -1.8333 0.0659 0.1141 -0.1660
C -1.6489 -0.4480 0.6785 -0.7333 0.0437 0.1483
C -3.1855 -0.3476 0.7826 0.2567 0.7203 0.1370
C -3.5801 -1.1882 1.9729 0.0733 -0.2627 0.2272
O -4.6886 -1.2974 2.4221 -0.2808 -0.1485 -0.1455
N -2.4511 -1.8511 2.5186 -0.2299 0.3834 -0.6710
C -1.2278 -1.1936 2.0188 0.2642 0.0229 -0.2259
C -0.7838 -0.0921 3.0092 0.0187 -0.0984 -0.0255
C -1.7405 1.0373 3.3976 -0.0181 0.0243 0.3235
N -2.6989 0.6851 4.4578 0.0194 0.1562 -0.1449
C -0.0157 -2.1559 1.8903 0.0868 0.0968 0.2993
C -0.2163 -3.6827 1.9328 0.1852 -0.0797 -0.2331
N 1.0684 -4.3536 1.6886 0.0308 0.2421 0.2382
N -0.6533 -4.1038 3.2713 0.1184 -0.1304 -0.0699
N -1.1341 -4.1441 0.8828 -0.2317 0.0030 0.1591
H -2.7776 -2.6945 -1.3242 0.0739 -0.0062 -0.0765
H -2.0199 -2.1040 -2.8120 -0.0774 -0.0343 0.1210
H -3.2230 -1.1078 -1.9740 0.1366 -0.0682 -0.0354
H -0.3474 1.2557 -1.2038 -0.0601 -0.0521 -0.1176
H -0.2413 0.3812 -2.7236 -0.1714 0.0620 0.0276
H -1.8474 0.8980 -2.1314 0.1511 0.0615 0.0752
H -1.2672 0.5759 0.7293 0.2312 -0.1913 0.0377
H -3.5247 0.6760 0.9812 0.0851 -0.1056 -0.0573
H -3.7356 -0.6481 -0.1098 -0.0152 -0.2533 0.2234
H -2.5521 -2.8295 2.2686 0.1367 -0.0569 0.4558
H 0.1087 0.3581 2.5521 -0.0253 -0.0558 0.1499
H -0.4672 -0.5850 3.9391 0.0219 0.0653 -0.1262
H -1.1081 1.8540 3.7597 -0.0625 -0.0048 -0.0520
H -2.2899 1.4449 2.5434 0.1044 -0.0471 0.0110
H -2.4375 -0.1832 4.9050 -0.0679 -0.0330 -0.0325
H -3.6392 0.5754 4.1049 0.0325 -0.1363 -0.0071
H 0.5076 -1.9167 0.9596 -0.0353 -0.0608 0.1017
H 0.6774 -1.9485 2.7136 -0.1322 0.0102 -0.1071
H 1.5275 -4.5216 2.5785 -0.0245 0.0157 -0.0553
H 1.6942 -3.7337 1.1819 -0.1128 -0.0989 -0.1182
H -1.6518 -4.2796 3.2699 0.0438 0.1069 0.0704
H -0.2414 -5.0124 3.4638 -0.0830 -0.0388 -0.0546
H -0.6162 -4.5547 0.1171 0.0068 -0.0018 0.0231
H -1.7102 -3.3958 0.5221 0.1461 0.0506 -0.1810
N 0.8886 3.6486 4.0442 0.0175 -0.0192 -0.0398
C 2.0715 3.0457 3.9456 -0.0276 -0.0306 -0.0079
C 3.2776 3.7274 3.8743 -0.0340 0.0214 -0.0156
C 3.2561 5.1137 3.9076 0.0323 -0.0730 -0.0560
C 2.0316 5.7535 4.0104 0.0014 -0.0006 -0.0091
C 0.8822 4.9793 4.0754 -0.0219 -0.0073 0.0016
H 2.0488 1.9606 3.9223 0.0220 0.0002 0.0085
H 4.2090 3.1825 3.7976 -0.0026 -0.0112 0.0019
H 4.1692 5.6914 3.8577 -0.0065 0.0066 0.1235
H 1.9700 6.8331 4.0425 0.0017 0.0042 0.0070
H -0.0937 5.4453 4.1581 0.0079 0.0172 0.0016
N 2.5149 1.8097 -1.2469 -0.0259 0.0261 0.0167
C 2.7582 2.9142 -0.5439 -0.0134 -0.0375 0.0452
C 3.0795 4.1345 -1.1199 0.0092 0.0015 -0.0284
C 3.1551 4.2124 -2.5014 -0.0073 -0.0107 0.0109
C 2.9046 3.0714 -3.2471 0.0238 0.0516 -0.0417
C 2.5893 1.9015 -2.5733 -0.0116 -0.0624 0.0386
H 2.6901 2.8162 0.5348 -0.0002 0.0315 0.0021
H 3.2630 4.9992 -0.4966 -0.0070 -0.0020 0.0183
H 3.4035 5.1463 -2.9893 -0.0018 0.0040 -0.0020
H 2.9539 3.0824 -4.3280 0.0058 -0.0395 -0.0029
H 2.3843 0.9884 -3.1219 0.0194 0.0142 -0.0325
N 4.6557 1.9891 -6.7219 0.0041 0.0061 0.0402
C 5.3923 3.0892 -6.5843 -0.0620 0.0202 0.0055
C 6.7702 3.0793 -6.4331 0.0212 -0.0221 0.0032
C 7.4229 1.8570 -6.4229 -0.0032 0.0006 0.0023
C 6.6708 0.7023 -6.5650 0.0077 0.0215 -0.0017
C 5.2966 0.8226 -6.7116 -0.0365 -0.0123 -0.0032
H 4.8459 4.0265 -6.5955 0.0332 0.0206 -0.0058
H 7.3146 4.0075 -6.3258 -0.0058 0.0072 -0.0014
H 8.4975 1.8056 -6.3061 0.0029 -0.0014 0.0005
H 7.1353 -0.2740 -6.5623 -0.0060 -0.0079 -0.0024
H 4.6767 -0.0596 -6.8274 0.0171 -0.0131 0.0066
N -2.8698 -8.4731 0.4436 0.0024 0.0111 -0.0257
C -4.0757 -8.9512 0.1400 0.0329 -0.0148 -0.0018
C -5.2119 -8.1653 0.0348 0.0054 0.0102 0.0237
C -5.0939 -6.8040 0.2632 0.0090 -0.0194 0.0460
C -3.8484 -6.2926 0.5824 0.0029 0.0285 0.0025
C -2.7683 -7.1616 0.6542 -0.0504 -0.1441 0.0276
H -4.1304 -10.0218 -0.0280 -0.0212 0.0014 -0.0016
H -6.1642 -8.6094 -0.2217 0.0025 -0.0065 -0.0097
H -5.9576 -6.1568 0.1947 -0.0072 0.0010 -0.0233
H -3.7028 -5.2389 0.7746 0.0332 0.0092 0.0044
H -1.7814 -6.7912 0.9011 -0.0033 0.0695 0.0059
N 5.1734 7.8758 3.8079 0.0109 0.0425 -0.1320
C 5.5546 9.0345 4.3408 -0.0088 -0.0339 0.0772
C 6.0053 10.1125 3.5939 0.0000 -0.0096 -0.0211
C 6.0665 9.9815 2.2163 -0.0020 -0.0031 -0.0011
C 5.6738 8.7813 1.6462 0.0083 0.0254 -0.0100
C 5.2362 7.7658 2.4819 -0.0065 0.0102 0.0392
H 5.4955 9.1002 5.4215 0.0050 0.0206 -0.0014
H 6.3000 11.0298 4.0843 -0.0003 -0.0007 0.0111
H 6.4130 10.7994 1.5981 0.0012 0.0027 -0.0008
H 5.7036 8.6322 0.5756 -0.0023 -0.0100 -0.0021
H 4.9161 6.8148 2.0682 0.0110 0.0079 -0.0361
N -6.3311 -6.3070 -2.7455 -0.0341 0.0405 -0.0384
C -6.9210 -5.1149 -2.7070 0.0258 -0.0007 0.0213
C -8.0293 -4.7803 -3.4707 -0.0103 -0.0148 -0.0151
C -8.5537 -5.7379 -4.3240 -0.0021 0.0026 -0.0010
C -7.9496 -6.9837 -4.3761 -0.0051 0.0158 0.0008
C -6.8453 -7.2163 -3.5694 0.0265 -0.0196 0.0187
H -6.4824 -4.3907 -2.0275 -0.0174 0.0114 -0.0070
H -8.4680 -3.7948 -3.3953 0.0063 0.0059 0.0065
H -9.4180 -5.5172 -4.9370 -0.0026 0.0002 -0.0016
H -8.3236 -7.7616 -5.0275 0.0044 -0.0091 0.0018
H -6.3455 -8.1792 -3.5813 -0.0128 -0.0046 -0.0155
```
Positions in Å, forces in eV/Å.

The HOMO energy comes out at -8.40 eV. Its SMILES is CP(C)[C@H]1CC(=O)N[C@@]1(CCN)CC(N)(N)N.c1ccncc1.c1ccncc1.c1ccncc1.c1ccncc1.c1ccncc1.c1ccncc1. Its spin multiplicity is 1. Its total charge is 0. The value obtained for the total energy is -2575.47782 Ha.